No. 1
Computed, not measured: the molecule C5H8O, with the ωB97M-V functional and the def2-TZVPD basis.

Computed properties:
SMILES ... C#CC[C@@H](C)O
Frontier orbital gap ... 11.00 eV
Largest force on an atom ... 0.55 eV/Å
Relative energy (zero: lowest compared OMol25 entry of this formula, charge and spin) ... 2.193 eV
Molecular weight ... 84.118 u

Each line ends with the Löwdin charge.
Cartesian coordinates (Å):
C  -2.552  0.653  -0.345  0.119
C  -1.692  -0.175  -0.194  -0.148
C  -0.514  -0.986  0.100  -0.149
C  0.671  -0.051  0.526  -0.443
C  1.693  0.073  -0.589  -0.057
O  0.290  1.268  0.848  -0.050
H  -3.300  1.397  -0.499  0.031
H  -0.224  -1.577  -0.779  0.116
H  -0.746  -1.707  0.894  0.117
H  1.140  -0.510  1.409  0.133
H  1.203  0.423  -1.505  0.090
H  2.446  0.810  -0.301  0.082
H  2.184  -0.885  -0.784  0.082
H  -0.600  1.269  1.220  0.076

***

No. 2
Computed, not measured: a cluster of 12 separate species, C24H69N3O27S6 in total in a non-equilibrium geometry, with the ωB97M-V functional and the def2-TZVPD basis.

Computed properties:
SMILES ... CCOS(C)(=O)=O.CCOS(C)(=O)=O.CCOS(C)(=O)=O.CCOS(C)(=O)=O.CCOS(C)(=O)=O.CCOS(C)(=O)=O.C[N+](=O)[O-].C[N+](=O)[O-].C[N+](=O)[O-].CO.CO.CO
Frontier orbital gap ... 9.94 eV
Largest force on an atom ... 3.81 eV/Å
Relative energy (zero: lowest compared OMol25 entry of this formula, charge and spin) ... 4.248 eV
Molecular weight ... 1024.212 u

Each line ends with the Löwdin charge.
Cartesian coordinates (Å):
C  0.039  -6.107  -5.856  -0.060
C  0.528  -5.037  -4.907  -0.300
O  1.717  -5.433  -4.213  -0.275
S  1.831  -5.353  -2.566  0.681
C  1.795  -3.540  -2.369  -0.100
O  0.658  -6.033  -2.012  -0.301
O  3.197  -5.766  -2.216  -0.298
H  0.397  -7.050  -5.444  0.084
H  0.391  -6.043  -6.885  0.078
H  -1.046  -6.065  -5.760  0.081
H  0.664  -4.122  -5.484  0.116
H  -0.220  -4.750  -4.168  0.107
H  2.708  -3.047  -2.703  0.063
H  1.507  -3.223  -1.367  0.048
H  1.049  -3.207  -3.090  0.050
C  2.446  0.156  -4.432  -0.061
C  3.125  1.308  -5.116  -0.299
O  3.976  1.813  -4.119  -0.296
S  4.826  3.212  -4.493  0.668
C  6.110  2.468  -5.635  -0.086
O  3.906  4.062  -5.225  -0.296
O  5.567  3.692  -3.347  -0.291
H  3.047  -0.738  -4.267  0.081
H  1.638  -0.195  -5.075  0.088
H  2.013  0.538  -3.507  0.055
H  3.663  0.946  -5.992  0.120
H  2.413  2.073  -5.426  0.120
H  5.560  2.519  -6.574  0.057
H  6.518  1.529  -5.263  0.077
H  6.907  3.205  -5.732  0.064
C  -2.273  -2.293  2.039  -0.041
C  -3.752  -2.328  2.490  -0.238
O  -4.254  -0.974  2.524  -0.308
S  -5.916  -0.572  2.638  0.728
C  -5.873  0.023  4.376  -0.111
O  -6.186  0.653  1.882  -0.287
O  -6.749  -1.789  2.454  -0.301
H  -2.155  -1.774  1.088  0.054
H  -1.772  -3.241  1.844  0.082
H  -1.665  -1.781  2.784  0.051
H  -4.352  -2.908  1.789  0.113
H  -3.905  -2.809  3.455  0.103
H  -5.289  -0.606  5.049  0.053
H  -6.831  0.301  4.815  0.074
H  -5.330  0.966  4.444  0.063
C  -2.377  -1.514  6.017  -0.047
C  -2.110  -0.088  5.415  -0.230
O  -1.040  -0.157  4.436  -0.315
S  0.365  0.719  4.719  0.711
C  1.053  -0.488  5.932  -0.090
O  1.273  0.549  3.547  -0.326
O  -0.046  2.012  5.263  -0.283
H  -2.727  -2.300  5.348  0.062
H  -3.004  -1.501  6.908  0.082
H  -1.395  -1.840  6.360  0.054
H  -2.993  0.229  4.861  0.093
H  -1.916  0.562  6.268  0.118
H  1.850  0.097  6.392  0.067
H  1.535  -1.369  5.509  0.083
H  0.296  -0.709  6.684  0.051
C  -7.803  -1.387  -0.917  -0.088
C  -6.775  -1.361  -1.991  -0.258
O  -6.495  0.075  -2.125  -0.267
S  -4.898  0.432  -2.331  0.655
C  -4.140  0.045  -0.685  -0.089
O  -4.432  -0.517  -3.333  -0.311
O  -4.912  1.861  -2.577  -0.291
H  -7.434  -0.978  0.023  0.046
H  -8.139  -2.381  -0.622  0.084
H  -8.731  -0.864  -1.150  0.087
H  -5.903  -1.963  -1.734  0.111
H  -7.248  -1.756  -2.890  0.122
H  -3.830  -0.999  -0.722  0.061
H  -4.905  0.164  0.082  0.031
H  -3.264  0.689  -0.606  0.042
C  0.859  5.103  2.682  -0.048
C  1.231  5.236  1.210  -0.274
O  2.639  4.978  1.049  -0.272
S  3.091  4.085  -0.240  0.689
C  2.695  5.412  -1.537  -0.044
O  4.547  3.841  -0.179  -0.302
O  2.216  2.897  -0.321  -0.321
H  1.577  5.682  3.264  0.082
H  0.967  4.058  2.969  0.070
H  -0.133  5.488  2.920  0.087
H  0.600  4.651  0.542  0.099
H  1.056  6.262  0.886  0.120
H  2.805  4.975  -2.529  0.055
H  3.403  6.207  -1.301  0.079
H  1.632  5.634  -1.438  0.060
C  4.720  0.750  -1.342  0.050
N  4.517  -0.734  -1.137  -0.391
O  4.951  -1.462  -2.028  0.041
O  3.857  -1.151  -0.204  0.050
H  4.851  1.299  -0.409  0.063
H  3.827  1.172  -1.803  0.073
H  5.598  0.881  -1.974  0.099
C  4.435  2.259  2.537  0.050
N  5.392  1.159  2.845  -0.427
O  6.043  1.165  3.881  0.045
O  5.461  0.185  2.118  0.058
H  4.018  1.951  1.578  0.062
H  4.962  3.209  2.451  0.103
H  3.729  2.312  3.366  0.100
C  1.008  -0.319  0.887  0.063
N  0.285  -0.337  -0.459  -0.376
O  0.950  -0.325  -1.486  0.041
O  -0.934  -0.259  -0.497  0.042
H  1.567  0.612  0.987  0.085
H  1.545  -1.263  0.787  0.085
H  0.314  -0.430  1.720  0.059
C  1.222  -5.755  1.215  -0.159
O  1.365  -4.404  0.893  -0.140
H  1.162  -5.901  2.293  0.080
H  0.283  -6.066  0.756  0.073
H  2.102  -6.211  0.761  0.087
H  1.088  -3.872  1.642  0.064
C  -1.029  2.429  -2.613  -0.110
O  -0.711  3.420  -1.594  -0.128
H  -1.474  2.800  -3.537  0.077
H  -0.154  1.922  -3.020  0.066
H  -1.781  1.788  -2.155  0.056
H  0.199  3.265  -1.329  0.009
C  -2.022  2.538  2.481  -0.184
O  -3.039  1.793  1.954  -0.090
H  -1.119  1.927  2.507  0.063
H  -1.787  3.443  1.921  0.079
H  -2.235  2.897  3.488  0.079
H  -2.834  0.859  2.031  0.050